1.
20
Properties=species:S:1:pos:R:3:mulliken_charge:R:1 method="wB97M-V/def2-TZVPD" homo_lumo_gap_ev=8.5 fmax_ev_per_a=2.29 total_charge=0 homo_energy_ev=-8.318 de_lowest_ev=1.3258 e_lumo_ev=0.200
C -2.256 0.805 -0.302 -1.137
C -0.020 1.221 -1.175 0.549
N -0.845 0.476 -0.463 -0.116
N -0.589 2.288 -1.909 -0.531
N 1.248 0.815 -1.211 -0.357
H -0.379 -0.109 0.313 0.343
H -2.423 1.859 -0.449 0.468
H -2.642 0.848 0.738 0.304
H -1.222 1.882 -2.595 0.275
H 0.079 2.825 -2.437 0.269
H 1.535 0.343 -0.333 0.349
H 1.975 1.349 -1.666 0.235
H -2.928 0.084 -0.780 0.308
C 1.725 -2.511 1.841 -1.009
C 0.607 -1.484 1.571 0.738
O 0.819 -0.268 1.212 -0.922
O -0.505 -2.021 1.601 -0.669
H 1.285 -3.508 1.807 0.327
H 1.885 -2.365 2.929 0.258
H 2.652 -2.529 1.309 0.316

2.
12
Properties=species:S:1:pos:R:3:mulliken_charge:R:1 method="wB97M-V/def2-TZVPD" homo_lumo_gap_ev=9.3 fmax_ev_per_a=3.97 total_charge=0 homo_energy_ev=-8.603 de_lowest_ev=2.0535 smiles="CC=C=O.N=C=S" e_lumo_ev=0.704
C -0.224 -0.794 -0.649 -0.973
C -1.652 -0.343 -1.035 -0.491
C -2.196 0.885 -1.013 0.567
O -2.731 1.910 -1.198 -0.403
H -0.237 -1.156 0.386 0.247
H -0.044 -1.578 -1.348 0.293
H 0.576 -0.113 -0.661 0.370
H -2.234 -1.113 -1.379 0.384
N 1.324 3.300 2.041 -0.300
C 0.236 3.466 1.589 0.345
S -1.138 3.442 0.845 -0.333
H 2.210 3.432 2.478 0.295